(1)
{"formula": "C3H12NO3", "method": "ωB97M-V/def2-TZVPD", "elements": ["C", "C", "C", "N", "H", "H", "H", "H", "H", "H", "H", "H", "O", "H", "H", "O", "H", "H", "O"], "coordinates": [[0.00840, 0.80789, -0.92582], [-0.18378, 2.09794, -0.47964], [-0.59390, -1.41818, -1.11150], [-0.81552, -0.15647, -0.57517], [0.83551, 0.59236, -1.59676], [-1.06971, 2.35259, 0.10321], [0.35446, 2.90490, -0.96188], [-1.51169, -1.73474, -1.64403], [0.28005, -1.47813, -1.76116], [-0.50750, -2.08894, -0.24173], [2.27424, -0.53245, 1.06512], [2.97933, -1.88884, 0.76023], [2.28513, -1.28706, 0.43836], [-3.87756, -0.95272, 1.02326], [-2.50131, -0.59892, 0.33760], [-3.11074, -1.31853, 0.54843], [2.16475, 1.86571, 2.26956], [1.17901, 1.62562, 1.09201], [1.81081, 1.20797, 1.65990]], "forces_ev_per_angstrom": [[1.0, 0.0, -0.3], [-1.7, -0.2, -1.2], [0.4, -0.1, -0.7], [-0.2, 0.6, 0.4], [0.1, 0.0, 0.0], [0.3, -0.1, 0.3], [0.4, 0.1, 0.4], [-0.1, -0.1, 0.4], [0.0, -0.1, 0.1], [-0.2, -0.2, 0.0], [0.2, -0.6, -0.4], [-0.4, 0.4, -0.2], [0.1, 0.2, 0.4], [0.6, -0.1, -0.3], [-0.6, 0.0, 0.4], [-0.3, 0.1, 0.1], [-0.1, 0.0, -0.1], [-0.2, 0.5, 0.0], [0.5, -0.5, 0.5]], "mulliken_charge": [0.128, -0.522, -0.756, -0.096, 0.298, 0.321, 0.323, 0.346, 0.400, 0.329, 0.378, 0.315, -0.612, 0.344, 0.435, -0.617, 0.321, 0.269, -0.605], "e_tot_ev": -10927.6376, "de_lowest_kcal_mol": 104.0, "fmax_ha_per_bohr": 0.040, "total_charge": 1, "gap_ev": 6.0}

***

(2)
{"formula": "C3H12NO4", "method": "ωB97M-V/def2-TZVPD", "elements": ["C", "O", "C", "C", "O", "N", "H", "H", "H", "H", "H", "H", "H", "H", "H", "H", "O", "H", "H", "O"], "coordinates": [[0.51970, -1.42816, 1.31340], [1.05238, -2.20426, 0.25773], [0.01635, -0.05079, 0.87309], [-1.34035, -0.22104, 0.12057], [-1.61455, 1.03253, -0.51554], [-0.32608, 0.65123, 2.13357], [1.27081, -1.38979, 2.10705], [-0.39140, -1.96653, 1.64389], [0.64022, 0.52262, 0.21001], [-1.48040, -0.96972, -0.65897], [-2.05322, -0.44779, 0.91477], [-0.87596, 1.49136, -1.03200], [0.38158, 1.33689, 2.38425], [-1.09524, 1.27276, 1.87582], [1.31493, -1.63583, -0.50780], [0.54552, -0.76476, -2.66178], [1.31465, -0.28032, -2.36071], [1.11713, 0.77868, -1.97769], [0.36550, 2.33086, -2.47863], [0.63843, 1.94208, -1.64102]], "forces_ev_per_angstrom": [[-0.2, -0.1, -1.0], [0.4, 0.1, -1.1], [-1.2, -1.4, 0.5], [1.1, 1.8, -0.8], [-1.5, 0.3, 0.6], [-0.4, 0.9, -0.4], [-0.2, 0.3, 0.2], [0.5, 0.2, 0.4], [0.7, 0.0, -0.1], [0.9, -0.6, 0.3], [-0.5, 0.3, -0.1], [0.6, -1.1, 0.6], [0.4, -0.3, -0.1], [-0.1, -0.1, 0.1], [-0.3, -0.2, 0.6], [-0.3, 0.4, 0.1], [1.0, -0.3, 0.5], [-0.9, -0.5, -0.6], [0.2, 0.0, 0.0], [-0.2, 0.3, 0.1]], "mulliken_charge": [-0.643, -0.539, 0.413, -0.936, -0.640, -0.856, 0.264, 0.215, 0.526, 0.309, 0.464, 0.471, 0.251, 0.285, 0.386, 0.230, -0.849, 0.434, 0.224, -1.009], "e_tot_ev": -12986.2610, "de_lowest_kcal_mol": 14.6, "fmax_ha_per_bohr": 0.044, "total_charge": -1, "gap_ev": 8.9}

***

(3)
{"formula": "C3H12NO4", "method": "ωB97M-V/def2-TZVPD", "elements": ["C", "C", "O", "N", "C", "O", "H", "H", "H", "H", "H", "H", "H", "H", "H", "H", "O", "H", "H", "O"], "coordinates": [[0.34723, -0.54341, 1.80979], [0.98558, -1.22266, 0.45766], [1.90405, -0.28468, -0.09293], [-0.76543, 0.50950, 1.76647], [-0.43071, 1.61730, 0.79658], [-1.36098, 1.64448, -0.30131], [1.18887, 0.12055, 2.22365], [-0.02108, -1.34761, 2.50700], [1.53294, -2.19540, 0.68872], [0.34483, -1.55905, -0.29289], [1.60263, 0.09154, -1.01089], [-1.50295, 0.03883, 1.24789], [-0.72534, 2.53708, 1.26709], [0.60670, 1.63100, 0.42605], [-0.93345, 1.11938, -1.06346], [0.16530, 0.96766, -2.72488], [0.36266, 0.42896, -2.01764], [-0.49675, -0.63153, -2.02108], [-1.78737, -1.23325, -1.81246], [-1.01672, -1.68869, -1.85339]], "forces_ev_per_angstrom": [[0.7, 0.6, -0.3], [1.3, 1.0, 1.9], [0.4, 0.4, -1.1], [1.4, -1.2, -2.0], [-1.5, 0.0, -0.4], [0.9, -1.1, -0.8], [-0.7, -1.7, -0.2], [0.6, 0.8, -0.4], [-0.3, 1.2, 0.5], [-1.8, 0.0, -0.9], [-0.3, -1.1, 1.8], [-0.4, 0.1, 0.2], [0.5, 0.6, 0.7], [-0.4, -0.3, 0.4], [0.0, 0.7, 1.2], [-0.4, 1.8, -2.5], [-0.3, -1.7, 2.0], [0.9, -2.0, 0.2], [-4.6, 1.3, 0.4], [3.9, 0.5, -0.9]], "mulliken_charge": [-0.703, -0.032, -0.647, -0.455, -0.288, -0.634, 0.339, 0.325, 0.245, 0.165, 0.427, 0.289, 0.262, 0.274, 0.420, 0.182, -0.952, 0.357, 0.252, -0.827], "e_tot_ev": -12985.1667, "de_lowest_kcal_mol": 39.9, "fmax_ha_per_bohr": 0.093, "total_charge": -1, "gap_ev": 8.8}

***

(4)
{"formula": "C3H12NOS2", "method": "ωB97M-V/def2-TZVPD", "elements": ["N", "C", "C", "S", "S", "C", "H", "H", "H", "H", "H", "H", "H", "H", "H", "H", "H", "H", "O"], "coordinates": [[1.58801, 0.55005, -2.11973], [-0.00192, 0.77811, -2.34779], [-0.36370, 1.66425, -1.08424], [0.02231, 0.82196, 0.54333], [-1.30337, 0.02837, 1.67857], [-1.53430, -1.86585, 1.97855], [2.07340, 1.29610, -1.63368], [2.04293, 0.42142, -3.08710], [1.58592, -0.34442, -1.62324], [-0.43749, -0.17986, -2.26155], [-0.25387, 1.27454, -3.25732], [0.16347, 2.52402, -1.04162], [-1.48542, 1.85978, -1.16901], [-1.42718, -2.00210, 3.03903], [-0.89408, -2.46390, 1.30167], [-2.50184, -1.92455, 1.58913], [1.84256, -2.81670, 0.17939], [3.02936, -2.36167, -0.62070], [2.13032, -2.02467, -0.42580]], "forces_ev_per_angstrom": [[-1.7, -0.8, -3.6], [2.5, 1.5, 3.7], [-4.9, -3.3, -1.1], [2.7, -0.8, -1.0], [-2.8, -0.1, 0.6], [2.6, 0.6, -1.3], [0.0, 0.1, 0.2], [-0.5, 0.1, 1.8], [0.9, -0.2, 0.4], [-0.4, -1.0, -0.2], [0.2, 0.5, -0.6], [1.7, 3.0, 0.2], [1.5, 0.1, 0.3], [0.1, -0.1, 0.3], [0.0, 0.4, 0.8], [-1.8, 0.0, -0.2], [0.4, 2.3, -1.6], [-0.3, 0.5, -0.2], [-0.1, -2.6, 1.6]], "mulliken_charge": [-0.304, -0.337, -0.688, 0.193, 0.217, -0.637, 0.357, 0.408, 0.215, 0.340, 0.386, 0.466, 0.406, 0.374, 0.267, 0.350, 0.320, 0.333, -0.666], "e_tot_ev": -28493.9021, "de_lowest_kcal_mol": 31.9, "fmax_ha_per_bohr": 0.118, "total_charge": 2, "multiplicity": 2, "gap_ev": [10.1, 6.6]}

***

(5)
{"formula": "C3H12NP4", "method": "ωB97M-V/def2-TZVPD", "elements": ["P", "C", "P", "P", "C", "P", "C", "N", "H", "H", "H", "H", "H", "H", "H", "H", "H", "H", "H", "H"], "coordinates": [[-0.23364, -2.07509, -0.39568], [-0.11580, -0.11762, -0.12328], [-1.53665, 0.75700, 0.75922], [-2.95156, 0.74091, -0.90827], [0.53682, 0.43095, -1.35600], [2.40771, 0.77867, -1.05106], [2.05352, 0.87547, 0.82172], [1.04248, -0.21286, 0.93543], [-1.66122, -2.17921, -0.33123], [-0.05375, -2.44971, 1.01156], [-2.08781, -0.38168, 1.42571], [-4.06096, 0.18379, -0.24301], [-3.30587, 2.11450, -0.70605], [0.39157, -0.22845, -2.14065], [0.05035, 1.28302, -1.63717], [2.67433, -0.58077, -1.08098], [1.56971, 1.76058, 0.99892], [3.00038, 0.51859, 1.25403], [1.46658, -1.05161, 0.81612], [0.81383, -0.16647, 1.95068]], "forces_ev_per_angstrom": [[-1.0, 0.4, 0.6], [0.5, -2.9, 1.9], [0.1, -0.1, 0.1], [-0.2, 0.6, -0.5], [1.6, 0.2, 1.8], [-1.4, 0.9, -0.3], [1.6, -3.5, -3.5], [-1.3, 4.0, 2.5], [0.5, -0.1, -0.1], [-0.3, 0.3, -0.8], [0.4, 0.2, -0.2], [0.1, 0.1, 0.2], [-0.1, -0.5, -0.1], [0.1, -1.4, -1.7], [-1.1, 2.7, -0.8], [0.4, -0.7, 0.3], [-0.5, 2.3, 1.1], [-0.6, 0.9, 0.7], [2.0, -3.2, -0.5], [-1.0, -0.4, -0.8]], "mulliken_charge": [-0.044, 0.282, -0.031, -0.153, -1.303, 0.007, -0.758, -0.447, 0.101, 0.095, 0.103, 0.122, 0.123, 0.671, 0.560, 0.069, 0.446, 0.423, 0.366, 0.368], "e_tot_ev": -41941.3640, "smiles": "P[C@]1([PH]#[PH2])CPC[NH2+]1", "fmax_ha_per_bohr": 0.100, "total_charge": 1, "gap_ev": 9.3}

***

(6)
{"formula": "C3H12O2S", "method": "ωB97M-V/def2-TZVPD", "elements": ["C", "C", "S", "C", "H", "H", "H", "H", "H", "H", "H", "H", "O", "H", "H", "O", "H", "H"], "coordinates": [[2.35044, -0.01227, -1.32024], [0.81246, -0.18429, -1.33945], [-0.19036, 1.30634, -1.08097], [-1.63385, 0.97189, -0.01457], [2.74801, -0.20392, -0.30654], [2.68925, 0.95358, -1.69635], [2.78389, -0.68738, -2.00939], [0.64464, -1.00387, -0.58609], [0.43345, -0.52594, -2.30975], [-1.54350, 1.65809, 0.83450], [-2.65196, 0.97045, -0.41048], [-1.44727, -0.04640, 0.43964], [-2.62100, -2.58229, 0.52648], [-2.10750, -2.82711, -0.24143], [-2.05568, -2.23534, 1.21852], [1.49277, -0.08402, 3.52899], [1.14426, -0.62649, 2.82015], [2.29960, 0.34798, 3.22780]], "forces_ev_per_angstrom": [[-0.8, 1.1, 0.6], [-0.3, -1.5, 0.3], [0.0, 1.1, 0.1], [1.0, -1.7, 1.5], [-0.1, 0.3, -0.6], [-0.2, 0.2, 0.3], [0.4, -1.1, -0.5], [-0.5, 0.9, -0.6], [0.6, -0.4, 0.2], [-0.3, 0.0, -0.3], [0.5, 0.2, -0.5], [-0.4, 1.0, -0.5], [-0.8, 0.0, 0.2], [0.4, 0.1, 0.0], [0.3, -0.1, -0.2], [0.0, 0.1, 0.4], [0.2, 0.1, -0.2], [-0.2, -0.2, -0.2]], "mulliken_charge": [-0.992, -0.287, -0.163, -0.449, 0.207, 0.320, 0.335, 0.220, 0.307, 0.277, 0.293, -0.062, -0.633, 0.320, 0.307, -0.628, 0.306, 0.323], "e_tot_ev": -18234.9971, "de_lowest_kcal_mol": 25.0, "smiles": "CCSC.O.O", "fmax_ha_per_bohr": 0.048, "gap_ev": 8.9}

***

(7)
{"formula": "C3H12O2S2", "method": "ωB97M-V/def2-TZVPD", "elements": ["C", "C", "S", "S", "C", "H", "H", "H", "H", "H", "H", "H", "H", "H", "H", "O", "H", "H", "O"], "coordinates": [[-0.43378, -1.61424, 0.66675], [0.08353, -1.26731, -0.72257], [1.70372, -1.92693, -1.00969], [2.78421, -0.13660, -1.69435], [2.02088, -0.02239, -3.34695], [-1.36459, -1.11757, 0.97464], [0.32581, -1.23836, 1.36229], [-0.47618, -2.67620, 0.91703], [-0.69905, -1.42588, -1.47200], [0.12630, -0.15432, -0.70000], [1.46191, 0.90528, -3.47626], [2.82246, -0.05155, -4.08615], [1.33825, -0.84860, -3.55645], [-0.89038, 3.70332, 2.37741], [-1.18984, 2.81339, 1.20471], [-1.10871, 2.80016, 2.15518], [-2.09906, 1.40247, 3.86889], [-2.33204, 0.38859, 2.80788], [-2.07343, 0.46675, 3.72965]], "forces_ev_per_angstrom": [[0.6, 0.1, 1.1], [-1.2, 1.2, 0.6], [-1.1, -2.5, 0.4], [1.0, 2.2, -1.0], [0.4, 0.2, -0.1], [-0.1, -0.1, -0.4], [-0.1, 0.0, 0.0], [-0.3, -0.1, -0.4], [0.3, -0.6, -0.3], [0.5, -0.3, -0.2], [0.0, 0.1, 0.1], [-0.1, 0.1, -0.2], [0.0, -0.2, 0.3], [0.1, 0.3, 0.1], [0.0, -0.2, -0.5], [-0.2, 0.0, 0.3], [0.2, 0.9, 0.1], [0.2, -0.2, -0.1], [-0.3, -0.8, 0.1]], "mulliken_charge": [-1.056, -0.373, -0.363, -0.461, -0.799, 0.213, 0.313, 0.315, 0.304, 0.176, 0.208, 0.276, 0.257, 0.290, 0.317, -0.610, 0.302, 0.322, -0.632], "e_tot_ev": -29070.4174, "de_lowest_kcal_mol": 17.4, "fmax_ha_per_bohr": 0.054, "total_charge": -1, "multiplicity": 2, "gap_ev": [2.6, 5.9]}

***

(8)
{"formula": "C3H12O2S2", "method": "ωB97M-V/def2-TZVPD", "elements": ["C", "C", "S", "S", "C", "H", "H", "H", "H", "H", "H", "H", "H", "O", "H", "H", "O", "H", "H"], "coordinates": [[0.04523, -2.55329, 0.86704], [0.30812, -1.46798, -0.16665], [-1.20902, -0.49776, -0.53291], [-0.59291, 0.18610, -2.51629], [0.82438, 1.24470, -1.99521], [-0.78572, -3.11058, 0.44176], [-0.23873, -2.23580, 1.87605], [0.85425, -3.29259, 0.94262], [1.08706, -0.75103, 0.11607], [0.55526, -1.97048, -1.10569], [0.86460, 2.04912, -2.73600], [0.43147, 1.73073, -1.09971], [1.80220, 0.80407, -1.84433], [-1.32851, 2.87932, 0.21502], [-1.60917, 2.02800, -0.13179], [-0.87920, 2.63022, 1.03497], [0.15489, 1.07003, 2.07738], [-0.18782, 0.97224, 2.97628], [-0.09637, 0.28497, 1.58138]], "forces_ev_per_angstrom": [[-0.4, -0.5, -0.2], [0.1, 0.0, 0.1], [0.6, 0.0, -1.7], [0.3, -0.4, 1.8], [-1.3, 0.8, -0.1], [-0.3, -0.2, 0.3], [0.1, 0.2, -0.2], [0.1, 0.5, 0.0], [0.0, -0.3, -0.1], [0.2, 0.3, 0.1], [0.2, -0.2, -0.1], [0.5, 0.0, 0.1], [-0.1, -0.4, -0.1], [0.1, 0.2, 0.1], [-0.1, -0.1, -0.1], [0.1, 0.0, -0.1], [0.1, 0.3, 0.4], [0.1, -0.1, -0.3], [-0.2, 0.0, 0.1]], "mulliken_charge": [-1.073, -0.572, -0.171, -0.077, -0.652, 0.333, 0.268, 0.331, 0.442, 0.444, 0.323, 0.219, 0.285, -0.656, 0.260, 0.369, -0.640, 0.287, 0.278], "e_tot_ev": -29071.0082, "de_lowest_kcal_mol": 15.3, "smiles": "CCSSC.O.O", "fmax_ha_per_bohr": 0.036, "gap_ev": 9.1}